i | {
  "formula": "C6H7NS",
  "method": "the ωB97M-V functional and the def2-TZVPD basis",
  "species": ["C", "C", "C", "C", "C", "C", "N", "S", "H", "H", "H", "H", "H", "H", "H"],
  "xyz": [[-2.2627, 1.0620, -0.4575], [-3.0020, 0.3370, 0.3826], [-1.0920, 0.2065, 0.0121], [1.6180, -0.9117, -0.4297], [2.0784, -0.3152, 0.8697], [0.7143, 0.3322, -0.7229], [-1.7834, -0.5695, 0.7439], [1.6028, 1.3590, 0.4229], [-2.3838, 1.8054, -1.2569], [-4.0007, 0.2970, 0.7073], [2.4589, -1.0688, -1.1687], [1.0883, -1.7875, -0.2503], [1.4379, -0.7474, 1.6266], [3.0950, -0.5839, 1.2374], [0.4312, 0.5848, -1.7166]],
  "lowdin_charge": [-0.0535, -0.0531, -0.2179, -0.2701, -0.4976, -0.4318, 0.0713, 0.8570, 0.0882, 0.0746, 0.1290, 0.0764, 0.0712, 0.0918, 0.0644],
  "homo_energy_ev": -8.38,
  "lumo_energy_ev": 0.214,
  "charge": 0
}

***

ii | {
  "formula": "C6H7NS",
  "method": "the ωB97M-V functional and the def2-TZVPD basis",
  "species": ["C", "C", "C", "N", "C", "C", "C", "S", "H", "H", "H", "H", "H", "H", "H"],
  "xyz": [[-1.8024, -1.5242, -1.1383], [-1.3198, -0.8598, -0.0996], [-0.3398, -0.5934, 1.0074], [0.7517, 0.0512, 0.4915], [0.6029, 1.3496, -0.1795], [-0.6073, 1.9328, -0.3100], [1.8341, -0.6014, 0.3517], [3.2675, -0.4075, -0.5138], [-2.5211, -1.7982, -1.9757], [-0.8184, -0.0172, 1.8500], [-0.0471, -1.5433, 1.4502], [1.4623, 1.6370, -0.7689], [-1.4298, 1.2532, -0.0220], [-0.7580, 2.7599, -0.9201], [1.7250, -1.6388, 0.7773]],
  "lowdin_charge": [0.1348, -0.0964, -0.2336, -0.1982, -0.0910, 0.0573, -0.7006, 0.5533, 0.0533, 0.1516, 0.1259, 0.0773, 0.0428, 0.0418, 0.0817],
  "smiles": "C#CCN(C=C)C=S",
  "homo_energy_ev": -8.31,
  "lumo_energy_ev": 0.365,
  "charge": 0
}

***

Which of them is least stable? Easy: i.

***

i | {
  "formula": "C6H7NS",
  "method": "the ωB97M-V functional and the def2-TZVPD basis",
  "species": ["C", "C", "C", "C", "C", "S", "N", "C", "H", "H", "H", "H", "H", "H", "H"],
  "xyz": [[-0.7945, -0.0719, -2.8227], [-0.7688, 0.0748, -1.6045], [-0.8195, 0.0360, -0.1766], [-0.5407, 1.5674, 0.2820], [0.4486, 1.0109, 1.1878], [1.1487, 1.6325, 2.5680], [0.4563, -0.2248, 0.5824], [1.0321, -1.6821, 0.8472], [-0.5879, 0.1136, -3.9745], [-1.7067, -0.3954, 0.3508], [-1.4042, 2.2120, 0.5995], [-0.1468, 2.1236, -0.6204], [2.1352, -1.7783, 1.3801], [1.3708, -2.3534, -0.0631], [0.1774, -2.2650, 1.4641]],
  "lowdin_charge": [0.1032, -0.1378, -0.2592, -0.1280, -0.8665, 0.5835, -0.0928, -0.0314, 0.0895, 0.1625, 0.1314, 0.1347, 0.1157, 0.0873, 0.1078],
  "smiles": "C#C[C@@H]1CC(=S)N1C",
  "homo_energy_ev": -8.32,
  "lumo_energy_ev": 0.596,
  "charge": 0
}

***

ii | {
  "formula": "C6H7NS",
  "method": "the ωB97M-V functional and the def2-TZVPD basis",
  "species": ["C", "C", "C", "N", "C", "S", "C", "C", "H", "H", "H", "H", "H", "H", "H"],
  "xyz": [[-1.7892, -0.1226, -2.2895], [-0.7519, -0.1097, -1.4567], [0.5198, 0.6690, -1.7054], [1.3400, 0.4541, -0.5776], [0.6920, 0.0425, 0.5366], [1.0412, -0.0892, 2.2227], [-0.6806, -0.3779, -0.0677], [-1.5842, -0.5766, 0.9611], [-1.6755, 0.1694, -3.4078], [-2.6340, -0.6018, -1.5654], [1.1351, 0.6622, -2.8810], [0.1787, 1.9345, -1.7197], [2.3055, 0.3686, -0.5576], [-1.1111, -0.7702, 1.8881], [-2.6739, -0.6623, 0.8528]],
  "lowdin_charge": [0.0605, -0.3623, -0.1852, -0.0129, -0.6768, 0.5834, -0.2532, 0.0761, 0.1078, 0.1235, 0.1948, 0.1830, 0.1172, -0.0313, 0.0753],
  "smiles": "C=C1CNC(=S)C1=C",
  "homo_energy_ev": -8.40,
  "lumo_energy_ev": -0.368,
  "charge": 0
}

***

Which of them is least stable? Easy: i.

***

i | {
  "formula": "C5H15NOS",
  "method": "the ωB97M-V functional and the def2-TZVPD basis",
  "species": ["C", "S", "C", "C", "C", "C", "N", "H", "H", "H", "H", "H", "H", "H", "H", "H", "H", "H", "H", "H", "O", "H", "H"],
  "xyz": [[1.2401, -1.8886, 0.4133], [2.0334, -0.5053, 1.2323], [1.2549, 0.8836, 0.3855], [-0.1962, 1.1631, 0.7917], [-1.2243, 0.9569, -0.3210], [-2.5817, 0.6209, 0.2512], [-1.3513, 2.0947, -1.2291], [0.9181, -2.6576, 1.1142], [0.3616, -1.7162, -0.2151], [1.9250, -2.3800, -0.2723], [1.3081, 0.6707, -0.6849], [1.9059, 1.7292, 0.5987], [-0.4316, 0.5293, 1.6609], [-0.2658, 2.1586, 1.2506], [-0.8356, 0.1373, -0.9193], [-2.5736, -0.3331, 0.7884], [-2.9259, 1.4319, 0.9059], [-3.3250, 0.5465, -0.5524], [-0.5015, 2.2689, -1.7616], [-1.5783, 2.9575, -0.7267], [-0.9238, -2.0012, -2.2123], [-1.7277, -2.4659, -2.4773], [-0.5433, -1.6869, -3.0378]],
  "lowdin_charge": [-0.4290, 0.7978, -0.5181, -0.2424, -0.4936, -0.0736, 0.0290, 0.0309, 0.0108, 0.0259, 0.0718, 0.0620, 0.0973, 0.1106, 0.0956, 0.0793, 0.0811, 0.0761, 0.0673, 0.0763, -0.0492, 0.0482, 0.0459],
  "smiles": "CSCC[C@@H](C)N.O",
  "homo_energy_ev": -8.19,
  "lumo_energy_ev": 0.557,
  "charge": 0
}

***

ii | {
  "formula": "C5H15NOS",
  "method": "the ωB97M-V functional and the def2-TZVPD basis",
  "species": ["C", "N", "C", "C", "C", "C", "S", "H", "H", "H", "H", "H", "H", "H", "H", "H", "H", "H", "H", "H", "O", "H", "H"],
  "xyz": [[1.0692, 2.6196, 0.0310], [0.2839, 1.4226, 0.2962], [-0.4026, 0.9050, -0.8794], [-1.5021, 1.8448, -1.3833], [-1.0360, -0.4576, -0.5335], [-0.0905, -1.4198, 0.1917], [-0.8405, -2.8547, 0.9469], [1.5500, 2.5664, -0.9416], [1.8834, 2.7667, 0.7315], [0.4660, 3.5071, 0.0784], [-0.3524, 1.5902, 1.0627], [0.3690, 0.6759, -1.5820], [-1.0431, 2.7644, -1.7218], [-2.1433, 2.0645, -0.5267], [-2.1103, 1.4702, -2.2016], [-1.5103, -0.9106, -1.4059], [-1.8749, -0.3186, 0.1190], [0.3396, -0.8722, 1.0086], [0.7274, -1.6752, -0.4849], [-1.6283, -3.2594, -0.0604], [2.9840, -4.1441, 2.2501], [2.6844, -4.6093, 3.0433], [2.1775, -3.6758, 1.9615]],
  "lowdin_charge": [-0.1239, -0.0989, -0.4253, -0.0539, -0.2443, -0.6094, 0.7069, 0.0840, 0.0709, 0.0645, 0.1139, 0.1305, 0.0639, 0.0855, 0.0764, 0.1131, 0.0932, 0.0465, 0.0778, -0.1461, -0.0753, 0.0348, 0.0153],
  "smiles": "CN[C@H](C)CCS.O",
  "homo_energy_ev": -8.92,
  "lumo_energy_ev": 0.827,
  "charge": 0
}

***

Which of them is least stable? Easy: ii.

***

i | {
  "formula": "C8H22NSi",
  "method": "the ωB97M-V functional and the def2-TZVPD basis",
  "species": ["C", "C", "C", "C", "C", "C", "C", "C", "N", "Si", "H", "H", "H", "H", "H", "H", "H", "H", "H", "H", "H", "H", "H", "H", "H", "H", "H", "H", "H", "H", "H", "H"],
  "xyz": [[4.1771, 0.7082, 0.3511], [-3.2306, 0.1547, 0.7429], [-2.3393, 1.0600, -1.4720], [-0.4474, -1.0996, 1.5258], [2.7368, 1.1058, 0.1654], [1.9221, -0.0291, -0.3133], [0.4284, 0.2256, -0.2111], [-2.2752, 1.0007, 0.0077], [-0.5113, -0.7703, 0.1489], [-0.8327, -2.1350, -0.9690], [4.6366, 0.3802, -0.5291], [4.1971, -0.1098, 1.0313], [4.9008, 1.4082, 0.8774], [-3.4428, -0.7264, 0.1776], [-2.7881, -0.0979, 1.6682], [-4.2572, 0.4987, 0.9096], [-2.2929, 0.0526, -1.8186], [-1.7688, 1.6980, -2.0412], [-3.3882, 1.3166, -1.6645], [-0.8486, -0.2298, 2.0842], [-1.0679, -1.9124, 1.7443], [0.5770, -1.1341, 1.8506], [2.3470, 1.3712, 1.2069], [2.5269, 1.9340, -0.4103], [2.1016, -0.0594, -1.4475], [2.3816, -0.8524, 0.1788], [0.3534, 1.1850, 0.3654], [0.0421, 0.6404, -1.2441], [-1.3491, 1.4181, 0.4764], [-0.9839, -1.3900, -2.1351], [-1.9669, -2.7198, -0.1474], [0.4626, -2.8916, -1.1094]],
  "lowdin_charge": [-0.0962, -0.0422, -0.0518, -0.1281, -0.2927, -0.2245, -0.3126, 0.0401, -0.3815, 0.7504, 0.0589, 0.0617, 0.1086, 0.0817, 0.0610, 0.1285, 0.0467, 0.0720, 0.1253, 0.0964, 0.0586, 0.1003, 0.1384, 0.0875, 0.1509, 0.1035, 0.1125, 0.1321, 0.1175, -0.0663, -0.0117, -0.0249],
  "homo_energy_ev": -13.08,
  "lumo_energy_ev": -5.577,
  "charge": 1
}

***

ii | {
  "formula": "C8H22NSi",
  "method": "the ωB97M-V functional and the def2-TZVPD basis",
  "species": ["C", "C", "C", "C", "C", "C", "C", "C", "N", "Si", "H", "H", "H", "H", "H", "H", "H", "H", "H", "H", "H", "H", "H", "H", "H", "H", "H", "H", "H", "H", "H", "H"],
  "xyz": [[-0.7354, 2.7736, -1.5967], [-1.1830, -0.8730, 1.3504], [-2.7690, 0.7650, 0.6924], [-2.6298, -1.4227, -0.4884], [4.0060, 0.1683, -0.1061], [4.1144, -2.4204, 1.6869], [-1.2992, 1.3523, -1.7741], [-0.7430, 0.3155, -0.7229], [-1.8709, -0.3421, 0.2097], [2.9675, -0.9308, 1.0489], [0.2134, 2.6334, -1.9196], [-0.9068, 3.2703, -0.6666], [-1.0019, 3.2769, -2.4936], [-1.8759, -1.0268, 2.2031], [-0.5362, -1.8036, 1.2634], [-0.4211, -0.3099, 1.7773], [-3.1598, 0.5670, 1.7078], [-2.2283, 1.7303, 0.8225], [-3.3934, 0.9648, -0.0958], [-3.0628, -2.1797, 0.0583], [-3.4805, -0.9841, -1.0049], [-2.1020, -1.9693, -1.2819], [4.8633, -0.3771, -0.5831], [3.4199, 0.8664, -0.7554], [4.6512, 1.0000, 0.4211], [4.5616, -3.0224, 0.9361], [5.1116, -2.1928, 2.1147], [3.6582, -3.0122, 2.5220], [-0.8968, 0.9107, -2.7256], [-2.3755, 1.3936, -1.8060], [-0.0088, 0.8635, -0.1291], [-0.2100, -0.6226, -1.1867]],
  "lowdin_charge": [-0.0704, -0.0909, 0.0244, 0.0178, -0.3839, -0.3397, -0.2122, -0.0750, -0.3273, 0.7458, 0.0387, 0.0814, 0.0793, 0.1209, 0.1264, 0.0481, 0.1259, 0.1261, 0.0613, 0.0825, 0.1083, 0.1219, 0.0249, -0.0035, 0.0601, -0.0117, 0.0220, 0.0135, 0.1305, 0.0905, 0.1073, 0.1574],
  "homo_energy_ev": -10.79,
  "lumo_energy_ev": -3.083,
  "charge": 1
}

***

Which of them is least stable? Easy: ii.